1.
Below is a 12-piece molecular cluster, C48H72F18N6O12 overall, with properties calculated with ωB97M-V/def2-TZVPD.

```
156
Properties=species:S:1:pos:R:3:forces:R:3:mulliken_charge:R:1
C 4.1571 2.1143 -0.6026 -0.07 -0.77 -0.05 -0.42
C 4.6280 1.7525 -1.9920 0.08 0.13 -0.72 0.05
O 5.9952 1.2281 -2.0101 0.50 2.26 -0.14 -0.38
C 6.2603 0.0098 -1.7512 -0.25 -1.78 0.67 0.38
O 5.4582 -0.8865 -1.6141 0.57 0.06 -0.10 -0.42
C 7.8046 -0.2660 -1.5444 0.26 0.69 -0.02 0.73
F 8.4047 -0.6781 -2.6619 -0.20 0.38 -0.67 -0.27
F 8.4969 0.7734 -1.0407 -0.54 0.35 -0.62 -0.25
F 7.9778 -1.2242 -0.6787 -0.45 -1.40 1.12 -0.23
H 3.1707 2.5979 -0.7185 0.43 -0.12 0.27 0.07
H 4.8658 2.7597 -0.0502 -0.40 -0.29 -0.40 0.38
H 4.0221 1.1478 -0.0859 -0.02 0.60 0.28 0.04
H 4.6472 2.6103 -2.6599 0.31 0.07 0.08 0.33
H 4.0122 1.0141 -2.4930 -0.30 -0.20 0.26 0.01
C -5.6250 -2.2987 1.7379 2.05 1.86 0.59 -1.34
C -5.3412 -0.7943 1.9260 -0.95 -0.19 1.30 1.18
O -6.6141 -0.0256 1.8806 0.58 1.67 -1.47 -0.37
C -6.5561 1.2258 1.3554 -0.52 -1.24 1.30 0.21
O -5.6326 1.8918 0.9973 0.72 -0.47 -0.05 -0.47
C -7.9470 1.8250 1.1357 -1.52 -0.09 0.87 0.87
F -8.9428 1.4010 1.9431 0.66 -0.51 -0.22 -0.26
F -7.9864 3.1581 1.2767 0.64 -0.40 -0.73 -0.24
F -8.2604 1.4445 -0.1147 -0.25 0.53 -0.25 -0.24
H -4.6436 -2.6518 2.1235 -0.51 -0.63 -0.80 0.22
H -5.8381 -2.5309 0.7166 0.09 -0.43 -0.57 0.41
H -6.3586 -2.6849 2.3946 -0.93 -0.14 0.64 0.38
H -4.5968 -0.4082 1.2353 -0.23 0.06 -0.16 -0.14
H -5.0065 -0.6246 2.9638 0.08 -0.09 -0.73 -0.19
C 2.9688 -1.5675 -4.4950 -0.24 1.51 -0.92 -0.96
C 1.6915 -2.2325 -4.0496 -0.20 0.13 -0.11 0.53
O 0.5334 -1.7744 -4.8145 -0.52 0.98 -1.04 -0.35
C -0.7201 -1.9909 -4.3996 1.98 -0.91 -0.33 0.45
O -0.9885 -2.5410 -3.3884 -0.64 -0.57 1.60 -0.45
C -1.8423 -1.7009 -5.4008 0.60 0.66 -1.99 0.80
F -1.7134 -2.5072 -6.5319 0.07 1.31 1.44 -0.30
F -3.0177 -1.9789 -4.8826 -0.07 0.12 0.12 -0.22
F -1.8132 -0.3839 -5.7755 -0.16 -1.43 -0.01 -0.23
H 3.8196 -1.7978 -3.8573 -0.19 -0.31 0.24 0.11
H 2.8240 -0.4675 -4.4145 0.17 -0.54 -0.11 0.10
H 3.2657 -1.7717 -5.5427 -0.36 -0.07 0.53 0.40
H 1.5361 -2.0749 -3.0089 -0.32 0.32 0.84 -0.23
H 1.7477 -3.2803 -4.1826 -0.05 -1.26 -0.22 0.36
C -0.9082 4.0466 -3.3113 -0.68 -0.47 -0.60 -0.49
C -0.3598 3.3063 -4.5602 -0.42 0.75 1.98 -0.12
O 0.4168 4.2772 -5.3192 0.67 -0.94 0.17 -0.36
C 1.7405 4.1223 -5.1213 -1.80 0.55 -1.29 0.32
O 2.2581 3.3177 -4.4360 1.29 -0.78 0.97 -0.46
C 2.4536 5.1141 -6.0306 1.25 0.85 -0.64 0.84
F 2.3113 4.7708 -7.3356 -0.29 0.27 0.81 -0.26
F 1.9855 6.3430 -5.8093 -0.52 0.07 -0.40 -0.25
F 3.7736 5.2101 -5.8105 -0.21 -0.66 0.21 -0.25
H -1.5020 3.3407 -2.7330 0.13 -0.27 0.09 -0.17
H -1.6220 4.8761 -3.5080 0.90 -0.23 -0.17 0.37
H -0.0553 4.3169 -2.6943 -0.12 0.43 0.10 0.22
H -1.1323 2.8524 -5.1630 -0.02 0.24 -0.48 0.40
H 0.2898 2.5293 -4.1413 -0.14 0.10 -0.61 0.12
C 4.1163 -3.6493 3.9382 0.05 -0.44 -1.74 -1.51
C 3.3698 -2.6391 3.1031 0.11 0.15 1.31 -0.03
O 3.3541 -1.3818 3.8246 0.73 0.67 -0.67 -0.32
C 2.5486 -1.2138 4.8272 -1.46 -2.23 0.99 0.45
O 1.7066 -2.0107 5.2270 1.31 1.79 -0.41 -0.61
C 2.8816 0.1461 5.4516 1.09 0.89 0.86 0.78
F 4.2148 0.3671 5.5317 -0.05 -0.61 -0.11 -0.28
F 2.4367 1.1076 4.6479 -0.81 0.38 -0.10 -0.17
F 2.4378 0.3267 6.7020 -0.56 -0.32 -0.70 -0.26
H 3.7170 -3.6695 4.9230 -0.60 -0.67 0.69 0.49
H 5.1239 -3.2970 4.0322 0.79 0.00 -0.02 0.38
H 4.1137 -4.6167 3.3612 -0.06 0.72 1.05 0.32
H 2.3710 -2.8915 2.8884 -1.23 -0.57 -0.21 0.30
H 3.8716 -2.4166 2.2022 0.58 0.29 -1.02 0.54
C -1.4865 -0.4881 4.8840 -1.29 -0.79 -0.54 -0.56
C -2.5052 -1.6051 5.1626 0.46 1.72 -0.46 -0.08
O -3.2868 -1.1908 6.3080 -0.67 0.13 -0.02 -0.33
C -4.4258 -0.5885 6.0453 -0.16 -0.89 2.71 0.31
O -4.9565 -0.4071 5.0180 -0.77 0.72 -2.37 -0.49
C -5.2293 -0.3456 7.3601 0.51 -0.13 1.88 0.84
F -5.7095 -1.5805 7.7805 0.74 1.63 -0.33 -0.26
F -4.4123 0.1975 8.3432 -1.02 -1.06 -1.10 -0.26
F -6.2746 0.4746 7.2622 0.58 -0.53 -0.47 -0.23
H -0.8640 -0.2921 5.7468 0.48 -0.05 -0.22 0.37
H -2.0161 0.4140 4.5499 0.11 -0.10 0.33 0.17
H -1.0501 -0.8958 3.9783 1.19 0.35 0.03 0.06
H -2.0401 -2.5213 5.5048 -0.04 -0.22 -0.43 0.33
H -3.0921 -1.6331 4.2121 -0.01 -0.73 1.14 -0.02
C 3.0070 6.0852 2.6647 -0.75 0.11 0.13 -1.19
C 1.6901 5.4695 3.1941 0.20 1.11 0.29 -0.64
C 1.5076 4.0333 2.7471 2.48 -1.08 1.40 0.23
C 1.1676 3.8868 1.3496 0.18 -0.03 1.68 -0.09
N 0.8186 3.7279 0.2820 -0.45 -0.13 -1.94 -0.23
H 2.9803 6.1538 1.5743 0.30 -0.35 0.03 0.30
H 3.8040 5.4536 3.0491 0.35 -0.03 -0.40 0.32
H 3.2140 7.1049 3.0107 -0.34 -0.21 0.17 0.39
H 0.8064 5.9965 2.8324 0.08 0.42 0.18 0.33
H 1.7090 5.5517 4.3031 -0.21 -0.34 -0.68 0.37
H 0.7847 3.5256 3.3848 -0.26 -0.09 -0.33 0.20
H 2.5219 3.4999 2.9542 -1.64 0.56 -0.56 0.08
C -4.1505 5.0170 0.8076 -1.30 0.26 1.02 -1.27
C -2.9281 4.4075 0.1789 -0.49 -0.11 -0.87 -0.16
C -2.6008 3.0293 0.7346 -1.11 -1.36 -0.47 2.35
C -2.0165 2.9273 2.0390 0.13 0.30 1.87 0.03
N -1.6494 2.8052 3.1285 0.01 0.12 -0.78 -0.75
H -4.3647 6.0340 0.4561 0.30 -0.16 -0.02 0.43
H -4.0692 5.0738 1.9124 0.16 0.03 -0.48 0.30
H -5.0818 4.4497 0.6378 0.49 -0.04 -0.12 0.18
H -2.1391 5.1260 0.2247 1.00 0.15 0.45 0.44
H -3.0862 4.3324 -0.9052 -0.11 -0.35 0.14 0.15
H -1.9833 2.3845 0.1337 0.67 0.22 -0.86 -0.67
H -3.5166 2.3775 0.7873 0.46 0.91 0.07 -0.89
C 0.3185 -6.0232 -1.4970 -0.12 -1.12 0.80 -0.89
C -1.0718 -6.0288 -0.8031 3.22 0.10 2.21 -0.70
C -1.2644 -4.6604 -0.1666 0.58 1.29 0.36 0.64
C -0.2489 -4.2904 0.8692 -1.46 -0.98 -1.69 0.06
N 0.6033 -3.9995 1.5621 1.03 0.42 1.15 -0.45
H 0.4096 -6.9670 -2.0541 0.24 0.29 0.09 0.44
H 1.1261 -5.9700 -0.7383 -0.38 0.01 -0.51 0.29
H 0.4248 -5.1961 -2.1835 -0.02 0.31 -0.19 0.03
H -1.0700 -6.8527 -0.0278 -0.39 0.83 -0.97 0.30
H -1.7627 -6.1463 -1.5508 -2.10 -0.56 -1.48 0.47
H -2.2419 -4.4803 0.2791 -0.11 -0.08 -0.16 0.32
H -1.0758 -3.8937 -0.9555 -0.50 -0.38 0.39 -0.50
C -5.3023 0.3333 -4.8293 -1.26 0.76 2.50 -0.92
C -5.3145 -0.2844 -3.3861 2.38 1.55 -0.30 -0.74
C -4.4667 0.6360 -2.3969 0.29 -1.78 0.65 0.20
C -3.0142 0.6686 -2.6991 -2.99 0.15 0.24 -0.09
N -1.9105 0.6687 -2.9517 2.21 -0.02 -0.45 0.05
H -5.3234 1.4734 -4.6820 -0.19 -1.66 -0.73 0.28
H -6.2181 -0.0803 -5.2696 0.42 0.56 -0.59 0.38
H -4.4142 0.0199 -5.3131 0.66 -0.05 -0.80 0.12
H -4.8834 -1.2992 -3.3960 -0.34 0.40 0.15 0.33
H -6.2940 -0.2790 -2.9895 -1.09 -0.22 0.39 0.51
H -4.5014 0.1987 -1.3738 -0.07 0.13 -0.48 -0.52
H -4.8629 1.6358 -2.2612 -0.05 0.24 -0.43 0.51
C 5.7306 -4.4265 0.5286 0.01 0.12 1.05 -0.64
C 5.7284 -5.1287 -0.7902 -0.33 -0.32 -0.76 -0.57
C 4.9935 -4.2814 -1.8350 -0.29 0.06 0.03 -0.61
C 3.7009 -3.7332 -1.4179 1.03 -0.68 0.25 0.31
N 2.7285 -3.3367 -0.9728 -1.01 0.50 0.11 -0.25
H 6.2592 -3.4558 0.4706 -0.54 -0.29 -0.09 0.16
H 6.2409 -4.9862 1.3014 0.31 -0.32 0.10 0.47
H 4.7121 -4.3231 0.9069 0.01 0.41 -0.09 -0.08
H 5.2458 -6.1370 -0.8216 0.56 0.69 0.53 0.31
H 6.7685 -5.2054 -1.1227 -0.21 -0.33 -0.19 0.29
H 4.8233 -4.8588 -2.7155 -0.10 -0.45 -0.80 0.49
H 5.5838 -3.4401 -2.1208 0.56 0.74 -0.19 0.15
C 1.2147 0.3637 1.2065 0.60 -1.62 1.61 -0.52
C 1.0176 0.2572 -0.2923 1.04 1.43 0.13 -0.34
C 0.0944 -0.8570 -0.7278 0.43 -1.58 0.65 3.12
C -1.2116 -0.7620 -0.0047 -1.63 -1.26 1.41 -0.59
N -2.1848 -0.8703 0.6481 2.39 0.63 -1.85 -0.45
H 2.0891 0.8872 1.6552 -0.58 0.53 -1.10 0.27
H 1.4830 -0.6547 1.6416 -0.94 0.71 -0.57 -0.17
H 0.3009 0.7339 1.6580 -0.05 -0.02 0.50 0.18
H 2.0273 0.1387 -0.6709 0.00 -0.42 -0.76 -0.04
H 0.6603 1.2218 -0.6819 0.02 -0.18 0.06 0.04
H 0.6240 -1.8726 -0.4719 -1.30 1.64 -0.33 -0.55
H -0.1034 -0.8427 -1.8054 -0.01 0.08 0.31 -1.21
```
Positions in Å, forces in eV/Å.

## Properties
**Maximum force**: 3.9 eV/A
**SMILES**: CCOC(=O)C(F)(F)F.CCOC(=O)C(F)(F)F.CCOC(=O)C(F)(F)F.CCOC(=O)C(F)(F)F.CCOC(=O)C(F)(F)F.CCOC(=O)C(F)(F)F.CCCC#N.CCCC#N.CCCC#N.CCCC#N.CCCC#N.CCCC#N
**LUMO energy**: 0.4 eV
**HOMO**: -11.0 eV
**Orbital gap**: 11.4 eV
**Calculated total energy**: -133368.5967 eV
**Energy relative to the best compared isomer or geometry (same formula, charge and spin)**: 8.16 kcal per mole

---

2.
Below is C20H23NO5 in the gas phase, with properties calculated with ωB97M-V/def2-TZVPD.

```
49
Properties=species:S:1:pos:R:3:forces:R:3:mulliken_charge:R:1
C 5.2489 1.2191 0.1923 -0.20 0.12 0.02 -1.45
C 3.7807 1.5904 0.0201 0.07 -0.24 -0.06 -0.78
C 3.0039 0.4526 -0.6371 -0.09 0.11 0.24 0.55
C 2.7561 -0.6867 0.3322 0.31 0.19 0.10 0.33
O 2.4938 -0.5600 1.5024 0.02 -0.01 0.04 -0.65
O 2.7648 -1.8570 -0.3108 0.19 -0.14 -0.29 -0.37
C 2.2231 -2.9975 0.3559 -0.25 -0.31 0.24 -0.69
C 0.7158 -3.0620 0.0421 0.65 0.08 0.25 0.73
O 0.2435 -3.9258 -0.6626 -0.13 -0.21 -0.23 -0.67
N 0.0470 -2.0324 0.6030 -0.08 0.40 0.40 0.06
C -1.2584 -1.5949 0.3465 -0.18 0.13 0.08 -0.20
C -2.1241 -2.2078 -0.5458 0.06 0.04 0.08 -0.68
C -3.3766 -1.6769 -0.7783 -0.26 0.34 0.08 -0.75
C -3.7874 -0.5228 -0.1183 0.19 -0.28 -0.13 0.42
O -5.0371 -0.0706 -0.4229 0.07 -0.19 -0.10 -0.49
C -5.5137 1.0875 0.2154 -0.06 0.13 0.08 -0.82
C -2.9301 0.0956 0.7883 -0.14 0.20 0.13 0.01
C -1.6705 -0.4330 1.0207 0.05 -0.33 -0.13 0.48
O -0.7518 0.1008 1.8806 -0.09 -0.40 -0.32 -0.43
C -1.0679 1.2802 2.5754 -0.01 0.18 0.15 -0.98
C 1.5889 0.7892 -1.0770 -0.04 0.06 -0.26 -0.03
C 0.8757 1.8545 -0.5455 0.07 -0.02 -0.02 -0.31
C -0.4288 2.0908 -0.9469 -0.06 0.08 0.01 -0.65
C -1.0472 1.2535 -1.8576 -0.04 0.04 -0.06 -0.45
C -0.3474 0.1795 -2.3803 -0.04 -0.01 -0.06 -0.71
C 0.9610 -0.0459 -1.9966 0.02 0.06 -0.04 -0.30
H 5.7107 1.0119 -0.7710 0.09 -0.03 -0.07 0.35
H 5.3444 0.3348 0.8184 0.09 -0.10 0.08 0.32
H 5.7925 2.0335 0.6649 0.11 0.01 0.05 0.42
H 3.6965 2.4871 -0.5969 -0.09 0.00 0.03 0.43
H 3.3483 1.7948 1.0008 -0.07 0.10 -0.06 0.31
H 3.5551 0.0595 -1.4956 -0.05 0.03 0.06 0.57
H 2.7222 -3.8711 -0.0640 -0.16 0.14 0.05 0.37
H 2.4023 -2.9231 1.4334 0.01 -0.04 -0.16 0.32
H 0.5454 -1.4150 1.2358 0.16 -0.19 -0.10 0.30
H -1.8039 -3.0999 -1.0569 0.02 -0.05 -0.01 0.56
H -4.0555 -2.1436 -1.4726 -0.09 -0.07 -0.09 0.44
H -4.8918 1.9599 -0.0124 -0.01 -0.02 0.02 0.31
H -6.5155 1.2501 -0.1793 0.06 0.04 0.06 0.24
H -5.5725 0.9557 1.3010 0.02 0.01 -0.03 0.32
H -3.2379 0.9872 1.3078 -0.02 0.10 0.05 0.55
H -1.9203 1.1350 3.2472 0.02 0.00 -0.05 0.34
H -1.2771 2.1060 1.8890 -0.01 -0.03 0.00 0.32
H -0.1817 1.5145 3.1630 -0.08 0.05 -0.01 0.28
H 1.3324 2.5075 0.1810 0.09 0.08 0.09 0.36
H -0.9654 2.9374 -0.5416 -0.05 0.06 0.04 0.51
H -2.0692 1.4304 -2.1567 -0.10 0.02 -0.02 0.39
H -0.8229 -0.4857 -3.0845 -0.05 -0.07 -0.07 0.40
H 1.5016 -0.8871 -2.4059 0.06 -0.08 -0.04 0.39
```
Positions in Å, forces in eV/Å.

## Properties
**Maximum force**: 0.7 eV/A
**SMILES**: CC[C@@H](C(=O)OCC(=O)Nc1ccc(OC)cc1OC)c1ccccc1
**LUMO energy**: 0.6 eV
**HOMO**: -7.7 eV
**Orbital gap**: 8.3 eV
**Calculated total energy**: -32841.3154 eV
**Energy relative to the best compared isomer or geometry (same formula, charge and spin)**: 21.38 kcal per mole

---

3.
Below is C11H10O3S as an isolated structure, with properties calculated with ωB97M-V/def2-TZVPD.

```
25
Properties=species:S:1:pos:R:3:forces:R:3:mulliken_charge:R:1
C 2.7798 -1.2463 1.6966 1.09 -2.60 0.55 -0.72
C 1.8327 -0.8548 0.7441 -0.65 0.58 0.28 -0.39
C 2.1929 -1.6083 2.8715 -2.86 1.72 -1.56 -0.30
C 0.5338 -0.6905 1.2063 2.41 -1.31 1.11 0.16
C -0.5293 -0.1938 0.4851 -1.50 1.78 -4.06 -0.55
C -1.7910 0.1537 0.7280 0.22 1.34 -0.30 1.19
C -2.1990 0.7961 -0.5420 -2.42 0.06 1.65 -0.73
C 0.3309 0.2499 -3.0731 -1.65 -1.04 -3.44 -0.28
C 0.8034 1.5149 -2.4687 -1.20 0.48 1.56 -0.40
C -0.9113 0.6644 -1.2833 2.66 -0.63 2.44 1.78
C -2.5648 0.1103 1.9599 -0.57 2.04 1.26 -1.41
O -3.2612 1.3065 -0.8578 1.37 -0.40 -0.16 -0.64
O -0.8529 -0.1230 -2.3740 -0.01 0.75 0.88 -0.39
O -0.1164 1.8184 -1.3948 -1.60 -1.86 -0.63 -0.42
S 0.4601 -1.2659 2.8746 1.31 0.26 -0.65 -0.14
H 3.7877 -1.7049 1.4838 -0.98 1.26 0.02 0.26
H 2.1170 -0.7277 -0.2686 -0.04 0.42 -0.85 0.38
H 2.4994 -2.0408 3.7410 1.42 -1.08 1.98 0.52
H -0.1400 0.4009 -4.1649 1.85 -0.35 2.06 0.26
H 1.0445 -0.5750 -3.0335 -0.03 0.09 -0.19 0.26
H 1.7312 1.5345 -1.9897 1.84 -0.42 0.21 0.30
H 0.6937 2.3087 -3.1184 0.21 1.69 -1.55 0.30
H -3.1216 1.0999 2.2537 1.25 -1.79 -0.62 0.24
H -2.0376 -0.3353 2.8013 0.20 0.46 0.08 0.34
H -3.2821 -0.5922 1.7229 -2.31 -1.46 -0.08 0.36
```
Positions in Å, forces in eV/Å.

## Properties
**Maximum force**: 4.7 eV/A
**LUMO energy**: -0.2 eV
**HOMO**: -8.3 eV
**Orbital gap**: 8.1 eV
**Calculated total energy**: -28542.5013 eV
**Energy relative to the best compared isomer or geometry (same formula, charge and spin)**: 51.00 kcal per mole

---

4.
Below is a 2-piece molecular cluster, C4H3NO2 overall, with properties calculated with ωB97M-V/def2-TZVPD.

```
10
Properties=species:S:1:pos:R:3:forces:R:3:mulliken_charge:R:1
N -0.0836 -2.1177 -0.3553 0.21 0.09 -0.28 -0.60
C 0.4748 -1.4434 0.4731 -1.96 -2.39 -2.74 0.64
C 0.9961 -0.8801 1.4410 0.71 0.43 1.71 -0.60
C 1.5859 -0.3365 2.3939 1.17 2.36 0.71 0.68
O 2.1350 0.3788 3.1310 -0.05 -0.72 0.54 -0.44
H -0.4177 -1.7280 -1.2317 0.07 -0.18 0.21 0.36
C -1.2699 1.1827 -0.5881 -2.98 1.99 0.34 -0.09
O -0.9960 0.2617 -1.2674 1.11 -1.27 -1.02 -0.39
H -0.6304 1.6749 0.1570 0.34 -0.16 0.00 0.24
H -2.3442 1.6119 -0.7184 1.37 -0.15 0.52 0.20
```
Positions in Å, forces in eV/Å.

## Properties
**Maximum force**: 4.1 eV/A
**SMILES**: N=C=C=C=O.C=O
**LUMO energy**: 0.2 eV
**HOMO**: -9.3 eV
**Orbital gap**: 9.5 eV
**Calculated total energy**: -9778.2480 eV
**Energy relative to the best compared isomer or geometry (same formula, charge and spin)**: 79.30 kcal per mole